{
  "formula": "C14H36ClNO12S2",
  "method": "ωB97M-V/def2-TZVPD",
  "lumo_energy_ev": -1.27,
  "homo_energy_ha": -0.2661,
  "homo_lumo_gap_ev": 6.0,
  "elements": ["H", "C", "C", "H", "H", "C", "O", "S", "H", "C", "C", "H", "C", "H", "H", "H", "O", "H", "N", "H", "H", "H", "H", "O", "O", "H", "O", "H", "H", "C", "H", "H", "H", "H", "H", "C", "O", "H", "H", "C", "H", "H", "S", "H", "H", "C", "H", "C", "O", "O", "O", "O", "C", "H", "H", "H", "H", "H", "O", "C", "H", "H", "C", "O", "H", "Cl"],
  "xyz": [[5.0844, -0.6881, -0.8939], [4.8133, 6.5489, -2.6637], [-12.3098, 3.9165, 3.1554], [6.1691, 3.6206, -1.8356], [-11.2660, 2.7982, 4.5981], [7.2571, -2.0185, 0.2486], [-9.2434, 0.5136, 1.5812], [-2.2183, -5.2181, -1.6649], [4.9168, 4.2186, -0.8402], [-11.0255, 3.2835, 3.6522], [9.1364, -2.1875, 1.8660], [-3.2489, -8.6510, -3.8298], [5.2574, -1.6976, -1.2669], [-2.6783, -2.8126, -1.4029], [-2.5555, -7.9117, -5.3214], [-7.6848, 3.0404, 2.4778], [0.9031, 1.5687, 2.1217], [6.0973, -1.5093, -1.9356], [4.9431, -2.5608, 1.1770], [4.8271, -1.5991, 1.4626], [4.4396, -2.1156, -1.8540], [-12.1814, 4.3769, 2.1758], [9.1501, -1.2046, 2.3369], [-10.6001, 2.3876, 2.5848], [7.9095, -2.6817, 1.3708], [9.7875, -2.0759, 0.9989], [-9.7488, 0.4656, 4.0937], [4.0671, -3.0584, 1.1055], [7.7985, -1.9586, -0.6955], [-3.1914, -6.5339, -3.9171], [9.4874, -2.9814, 2.5252], [-10.2814, 4.0794, 3.6233], [5.5308, -2.8759, 1.9356], [-4.2255, -6.5713, -4.2596], [-3.3780, -3.4663, -2.9035], [-7.8786, 2.2657, 3.2197], [-2.1812, -5.4480, -0.2025], [-1.5753, -7.7446, -3.8049], [-12.7530, 4.6849, 3.7888], [-3.2165, -3.6527, -1.8418], [-7.1253, 1.4991, 3.0381], [6.0376, -3.5383, -0.4330], [-9.4239, 1.1639, 2.8463], [4.1787, 6.9097, -1.8542], [7.1514, -0.9702, 0.5277], [4.8298, 5.0172, -2.7958], [-4.1510, -3.8013, -1.3007], [-2.5658, -7.9026, -4.2315], [-1.0017, -5.0094, -2.4005], [-3.2683, -6.2458, -2.5075], [1.6225, 1.4534, 4.3533], [1.3362, 3.4718, 3.4208], [5.6688, 4.5480, -1.5572], [-2.6801, -5.7063, -4.4088], [6.2615, 7.7333, -1.7332], [-7.7399, 2.5003, 4.2751], [7.0349, 6.5701, -2.9811], [3.8550, 4.5557, -2.9537], [-0.5405, 2.0083, 3.8517], [5.8398, -2.5132, -0.1195], [4.5549, 7.1882, -3.5079], [5.4443, 4.7981, -3.6690], [6.3234, 6.7377, -2.1725], [6.5175, 5.6950, -1.2000], [-13.1043, 3.1704, 3.1424], [0.8103, 2.1216, 3.4049]]
}

{
  "formula": "C14H36N2O6Ti",
  "method": "ωB97M-V/def2-TZVPD",
  "charge": 1,
  "spin_multiplicity": 4,
  "lumo_energy_ev": [-1.90, -2.02],
  "homo_energy_ha": [-0.2561, -0.4588],
  "homo_lumo_gap_ev": [5.1, 10.5],
  "de_lowest_kj_mol": 46.82,
  "elements": ["H", "H", "C", "H", "C", "N", "H", "H", "H", "C", "H", "Ti", "H", "H", "H", "N", "C", "H", "H", "H", "H", "H", "H", "C", "H", "O", "H", "C", "H", "C", "C", "H", "H", "H", "H", "C", "O", "H", "H", "H", "O", "H", "C", "H", "H", "H", "C", "H", "O", "H", "O", "H", "H", "C", "H", "C", "C", "O", "H"],
  "xyz": [[-4.5043, -2.3646, -1.5570], [-3.8115, 2.9115, -1.9380], [1.4883, 3.1945, 1.1197], [3.1069, 1.1852, -2.6962], [2.3312, 1.2066, -1.9299], [-0.1478, -1.9445, -0.0486], [0.5691, -2.6654, 3.1654], [2.5718, 2.9022, 2.9457], [-2.2426, 2.7010, -0.2305], [-3.5278, 1.8883, -1.6788], [-5.1398, 1.0767, -2.4783], [0.2708, 0.3870, 0.3558], [-2.8346, 1.5476, -2.4602], [1.5624, -2.5174, 1.0077], [-1.1318, -1.7759, 0.1469], [1.2343, 2.6136, -0.2108], [-1.1780, -0.4441, 3.3325], [-0.9347, 0.5918, 3.5626], [-3.6965, -1.2936, -2.7345], [2.8439, 3.2803, -1.4679], [2.9131, -1.3720, -2.5590], [0.5179, 3.2919, 1.6153], [3.2258, -1.8086, -0.8529], [2.4048, 2.3825, 1.9932], [3.2946, 2.1203, -0.3114], [-2.0858, 0.6445, -0.1734], [2.3522, -0.6917, 3.0866], [2.4758, 2.3635, -0.9907], [-1.2201, -1.0162, -2.3489], [3.2114, -0.9946, -1.5737], [-0.0927, -2.5245, -1.3755], [-1.0494, -2.7996, 2.5147], [-2.1631, -0.4451, 2.8600], [0.3302, -3.8000, 0.8758], [2.9883, 0.7435, 3.9599], [-1.3145, -2.1065, -2.1797], [1.9157, 1.0847, 2.2080], [-3.6523, 1.9019, 0.4284], [3.7814, 0.1882, 2.5005], [1.9120, 4.2074, 1.0831], [2.3492, 0.0203, -1.1294], [4.2481, -0.6396, -1.6590], [0.4862, -2.7216, 0.9971], [0.8015, -2.2508, -1.9412], [-2.6407, -0.0939, -0.4626], [-1.1736, -1.0329, 4.2502], [-0.0747, -2.3225, 2.3468], [3.4080, 2.3443, 1.5388], [-4.6700, 1.0069, -1.6434], [1.3454, 1.2092, -2.4161], [-0.1770, -0.9069, 2.4168], [-0.0394, -3.6236, -1.3051], [0.7691, 3.3242, -0.7647], [-2.8716, 1.8144, -0.3332], [-3.6927, -3.0269, -3.0089], [-3.6541, -2.2631, -2.2228], [2.7971, 0.2910, 2.9802], [-2.4777, -2.3904, -1.4473], [-1.3082, -2.5885, -3.1618]]
}

{
  "formula": "C14H37As3CuN2",
  "method": "ωB97M-V/def2-TZVPD",
  "charge": 2,
  "spin_multiplicity": 2,
  "lumo_energy_ev": [-5.73, -7.72],
  "homo_energy_ha": [-0.4850, -0.4850],
  "homo_lumo_gap_ev": [7.5, 5.5],
  "de_lowest_kj_mol": 0.00,
  "elements": ["H", "C", "H", "C", "H", "H", "C", "H", "Cu", "C", "H", "H", "H", "C", "As", "H", "H", "H", "H", "H", "H", "H", "N", "H", "H", "As", "H", "C", "C", "H", "H", "C", "H", "H", "H", "H", "C", "H", "H", "H", "H", "H", "H", "H", "C", "H", "H", "N", "H", "C", "C", "C", "C", "H", "H", "H", "As"],
  "xyz": [[-0.0744, -3.3656, 11.5180], [2.3222, -2.5839, 10.3013], [3.3118, -2.3123, 9.9446], [4.0024, -2.0796, 13.6114], [9.3249, -3.7473, 15.8163], [10.6985, -4.9711, 14.3218], [9.6881, -6.3097, 15.6478], [7.6163, -5.6593, 17.2557], [6.9590, -4.4933, 14.9164], [6.8468, -4.4529, 11.2793], [1.7148, -2.6000, 9.4052], [2.7912, -6.3947, 15.3630], [5.5255, -1.9229, 15.1582], [8.3745, -6.9588, 15.8838], [1.4440, -1.4707, 11.6669], [7.8948, -1.1060, 13.4019], [7.8487, -1.2655, 11.6105], [1.0467, -3.7513, 12.7921], [9.0155, -3.3085, 14.2608], [4.5852, -2.6396, 11.5135], [6.6960, -3.8354, 10.3839], [8.0403, -7.4952, 15.0046], [8.9090, -4.0874, 14.9242], [5.4334, -1.2743, 12.1437], [3.3417, -0.2079, 12.6997], [6.6517, -3.1963, 12.7843], [5.0174, -0.4205, 14.4918], [0.3895, -2.9838, 12.4134], [3.3827, -3.4271, 14.0877], [4.8103, -3.0043, 17.3166], [3.0435, -4.0408, 13.2431], [5.0100, -2.2428, 12.4485], [4.0933, -6.7142, 14.1768], [7.8414, -4.9176, 11.2782], [10.0389, -5.7904, 16.5722], [6.4565, -6.4326, 16.5209], [4.6695, -1.3889, 14.7618], [2.5704, -3.2200, 14.7199], [2.4268, -3.6333, 10.6707], [3.9756, -1.2835, 15.5815], [4.3641, -7.0267, 15.8176], [8.9898, -2.2669, 12.5124], [10.4872, -7.0355, 15.4600], [2.2571, -0.7625, 13.9273], [9.7073, -5.3038, 14.4884], [6.1144, -5.2810, 11.3483], [8.5109, -7.7637, 16.6074], [7.3511, -6.0149, 16.3420], [-0.3499, -2.7354, 13.1435], [7.9980, -1.8082, 12.5533], [4.2307, -3.8623, 17.0360], [2.8623, -1.1361, 13.0640], [3.8583, -6.3185, 15.1629], [4.4820, -4.6918, 17.7078], [3.2193, -3.6748, 17.1900], [9.1953, -5.7108, 13.5822], [4.5720, -4.4964, 15.2381]]
}

{
  "formula": "C14H37BNO12YZr",
  "method": "ωB97M-V/def2-TZVPD",
  "charge": -4,
  "lumo_energy_ev": 7.71,
  "homo_energy_ha": 0.1820,
  "homo_lumo_gap_ev": 2.8,
  "de_lowest_kj_mol": 0.00,
  "elements": ["H", "H", "C", "B", "H", "C", "H", "C", "H", "H", "H", "C", "H", "H", "N", "H", "H", "C", "C", "H", "H", "C", "H", "O", "O", "H", "O", "H", "H", "C", "C", "H", "H", "O", "H", "H", "O", "H", "H", "H", "H", "H", "H", "H", "H", "H", "Zr", "H", "H", "O", "O", "H", "C", "H", "O", "Y", "C", "O", "C", "H", "O", "C", "O", "H", "O", "H", "C"],
  "xyz": [[2.0000, 2.5779, 1.0079], [0.5212, -1.4279, -3.0467], [-2.3730, 1.2073, -2.3105], [0.2900, -0.4215, 0.6101], [0.2191, 5.3246, -1.7736], [4.1481, -2.7336, 1.2136], [2.1916, 0.0074, -4.3067], [-3.1354, -2.8274, 0.2596], [-1.8603, 2.0213, 4.4061], [-3.3502, -2.6598, 4.9513], [-0.7470, -3.1956, 4.9389], [-1.0525, 2.0785, 3.6518], [-2.6568, 0.3256, -2.8897], [-0.1639, 1.4527, -3.4485], [1.3679, 3.1491, -2.0841], [-0.3485, 2.9286, -4.2905], [-4.2384, -2.9260, 0.3998], [-3.0591, -2.9384, -1.3154], [-0.5607, 4.6668, -2.1739], [3.4415, -0.8568, -3.5170], [5.6881, -3.1615, -0.3561], [-0.1007, 3.2109, -2.1307], [-2.1986, -1.5733, 5.7108], [5.0892, -1.1731, -0.5700], [-0.5272, -2.2019, 3.1666], [-1.4379, 4.8831, -1.5636], [2.0110, 1.9411, 0.2890], [-0.1855, -1.4637, 0.6777], [-2.7403, -3.7517, 0.7148], [-1.3725, -2.8037, 4.1082], [-0.6303, 2.4423, -3.3468], [-2.3942, 3.4000, 2.6899], [-1.0174, 2.8631, 1.6770], [2.5485, 0.5723, -2.3512], [-3.1863, 1.5221, -1.6580], [-0.3210, 2.8814, 3.8723], [1.9193, -2.2214, -1.7874], [4.1179, -3.8443, 1.2605], [6.1853, -1.9627, 0.8873], [1.7168, 2.4499, -0.5071], [0.9474, -0.2675, -0.3117], [1.6937, 2.1916, -2.2960], [0.8741, -0.2726, 1.5644], [-1.8204, -3.7227, 3.6875], [-0.5540, 0.3544, 0.6337], [-0.3981, 2.6731, -1.2281], [-1.5358, -0.4633, 2.2651], [4.4469, -2.5118, 2.2707], [-4.0154, -3.5025, -1.5635], [-2.7026, -1.7032, 0.9524], [-2.5066, 1.4829, 1.7231], [-1.5784, 0.8554, -1.6469], [-1.8106, 2.5113, 2.3734], [-0.7415, 4.9996, -3.1995], [-2.9215, -0.8594, 3.9292], [3.0269, -0.1344, -0.1623], [1.6144, -1.6402, -2.9801], [-2.0249, 2.2565, -3.2225], [2.4311, -0.4430, -3.3177], [-3.2491, -1.8755, -1.6515], [-0.3292, 0.8862, 3.5207], [-2.5376, -1.9439, 4.7228], [2.8918, -2.1716, 1.0955], [1.8101, 3.7173, -2.7993], [-1.9974, -3.4305, -1.9422], [1.8420, -2.4364, -3.7363], [5.3473, -2.3114, 0.2534]]
}